[1]
93
Properties=species:S:1:pos:R:3 method="wB97M-V/def2-TZVPD" homo_lumo_gap_ev="6.08 / 6.64" homo_energy_ev="-8.01 / -10.78" total_charge=+1 energy_ev=-85934.0562 spin_multiplicity=6 e_above_lowest_ev=1.106
Ru 0.806 0.610 0.814
C 0.040 0.500 4.943
P 1.072 0.758 3.456
C 1.938 2.314 3.918
C 2.403 -0.495 3.776
C 3.568 -0.326 2.813
P 3.015 -0.461 1.054
C 4.484 0.247 0.205
C 3.235 -2.260 0.768
H 0.637 0.655 5.840
H -0.366 -0.509 4.934
H -0.783 1.210 4.914
H 2.549 2.157 4.808
H 1.180 3.066 4.130
H 2.557 2.667 3.091
H 1.948 -1.483 3.653
H 2.747 -0.403 4.810
H 4.342 -1.080 2.995
H 4.015 0.663 2.946
H 5.401 -0.109 0.675
H 4.435 1.335 0.270
H 4.484 -0.035 -0.847
H 4.275 -2.537 0.941
H 2.945 -2.532 -0.245
H 2.590 -2.803 1.458
C 0.302 4.661 -0.449
Te -0.383 3.086 0.919
C -0.645 4.549 2.488
H 1.224 5.130 -0.119
H -0.473 5.417 -0.526
H 0.454 4.229 -1.432
H -1.344 5.300 2.135
H 0.300 5.022 2.743
H -1.062 4.037 3.347
O -1.630 -2.676 -2.085
B -0.716 -2.774 -1.046
O 0.261 -3.718 -1.301
C -0.046 -4.222 -2.542
C 0.608 -5.186 -3.281
C 0.091 -5.461 -4.540
C -1.015 -4.787 -5.036
C -1.682 -3.828 -4.286
C -1.187 -3.578 -3.026
H 1.477 -5.694 -2.892
H 0.568 -6.210 -5.153
H -1.365 -5.001 -6.032
H -2.538 -3.298 -4.668
C -2.735 -1.869 3.666
C -3.546 -0.581 3.618
C -3.475 0.139 2.244
C -4.425 1.353 2.280
C -4.355 2.216 1.028
C -3.954 -0.828 1.170
O -5.121 -1.042 0.927
N -2.968 -1.512 0.481
C -1.640 -1.218 0.598
O -0.651 -1.991 0.059
N -1.216 -0.169 1.296
C -2.035 0.580 2.037
O -1.599 1.644 2.573
H -2.730 -2.264 4.679
H -1.704 -1.697 3.355
H -3.175 -2.620 3.014
H -3.178 0.122 4.369
H -4.592 -0.805 3.839
H -4.188 1.961 3.153
H -5.439 0.964 2.383
H -3.383 2.713 0.950
H -5.127 2.981 1.064
H -4.522 1.612 0.140
H -3.275 -2.220 -0.176
C 2.490 0.281 -4.335
N 1.521 -0.651 -3.783
C 0.217 -0.390 -4.371
N -0.208 0.984 -4.169
C 0.797 1.887 -4.706
N 2.106 1.663 -4.117
C 2.158 2.042 -2.732
P 0.954 1.066 -1.650
C 1.488 -0.598 -2.345
C -0.528 1.259 -2.794
H 2.562 0.109 -5.413
H 3.465 0.093 -3.876
H -0.522 -1.065 -3.934
H 0.282 -0.583 -5.446
H 0.490 2.921 -4.531
H 0.871 1.715 -5.784
H 1.938 3.111 -2.649
H 3.171 1.871 -2.351
H 0.804 -1.368 -1.975
H 2.490 -0.815 -1.955
H -0.912 2.283 -2.709
H -1.315 0.569 -2.461

=====

[2]
7
Properties=species:S:1:pos:R:3 method="wB97M-V/def2-TZVPD" homo_lumo_gap_ev=8.22 homo_energy_ev=-9.98 total_charge=0 energy_ev=-88400.5917 e_above_lowest_ev=1.351
C -0.453 -0.759 -0.436
C 0.305 0.315 0.295
F -0.306 1.689 -0.485
F 1.560 0.574 0.111
S 0.493 -1.637 -1.388
Br -0.109 0.780 2.100
H -1.490 -0.961 -0.197

=====

[3]
14
Properties=species:S:1:pos:R:3 method="wB97M-V/def2-TZVPD" homo_lumo_gap_ev=9.72 homo_energy_ev=-8.88 total_charge=0 energy_ev=-8729.4806 e_above_lowest_ev=2.199
C -2.398 -0.123 -0.321
C -1.144 0.467 0.304
C 0.058 0.929 -0.242
N 0.980 0.089 0.292
C 2.370 -0.153 -0.002
N 0.430 -0.748 1.172
N -0.813 -0.478 1.235
H -2.180 -1.207 -0.366
H -3.284 -0.042 0.308
H -2.547 0.210 -1.339
H 0.411 1.767 -0.843
H 2.493 -1.240 -0.023
H 2.980 0.267 0.796
H 2.643 0.262 -0.972

=====

[4]
48
Properties=species:S:1:pos:R:3 method="wB97M-V/def2-TZVPD" homo_lumo_gap_ev=9.49 homo_energy_ev=-8.98 total_charge=0 energy_ev=-35741.9350 e_above_lowest_ev=0.117
O 0.415 2.333 -1.995
C 0.461 1.120 -1.970
C -0.801 0.266 -1.858
C -0.739 -0.732 -0.664
C -0.354 -2.089 -1.236
O 0.773 -2.312 -1.651
N -1.327 -3.006 -1.346
C -2.670 -2.898 -0.823
C -3.029 -1.427 -0.622
N -1.948 -0.830 0.126
C -2.253 0.348 0.911
C -1.453 0.383 2.192
C -0.731 -0.729 2.607
C 0.016 -0.706 3.771
C 0.052 0.435 4.553
C -0.680 1.546 4.174
C -1.430 1.520 3.005
C -2.238 2.734 2.637
F -2.218 3.683 3.583
F -3.543 2.443 2.442
F -1.821 3.329 1.507
N 1.594 0.401 -2.042
C 2.899 0.989 -2.124
C 3.821 0.457 -3.237
C 4.947 0.304 -2.204
C 3.926 0.518 -1.077
H -1.643 0.948 -1.734
H -0.936 -0.274 -2.798
H 0.066 -0.414 0.009
H -1.044 -3.899 -1.726
H -2.733 -3.421 0.140
H -3.362 -3.372 -1.524
H -3.193 -0.945 -1.598
H -3.954 -1.362 -0.047
H -3.316 0.323 1.170
H -2.076 1.277 0.351
H -0.767 -1.620 2.003
H 0.572 -1.583 4.068
H 0.637 0.462 5.459
H -0.672 2.435 4.784
H 1.546 -0.615 -1.999
H 2.765 2.072 -2.148
H 4.010 1.131 -4.068
H 3.472 -0.499 -3.623
H 5.464 -0.653 -2.201
H 5.682 1.103 -2.262
H 4.192 1.238 -0.306
H 3.619 -0.414 -0.606

=====

no.,maximum force (eV Å⁻¹)
1,1.7
2,5.8
3,1.1
4,0.5